1.
# C5H13N2

A gas-phase ion, C5H13N2 (charge +1) in a non-equilibrium geometry (wB97M-V/def2-TZVPD, OMol25).

Structure (ORCA input):
```
! RIJCOSX wB97M-V def2-TZVPD def2/J DEFGRID3
* xyz 1 1
C 0.34043 0.23956 -2.72670
C -0.39600 0.16069 -1.65502
N -0.01911 0.07477 -0.19499
C 1.01377 1.02423 0.19803
C 0.36893 -1.38891 -0.06038
N -1.18935 0.36155 0.63429
C -1.23531 -0.28541 1.88438
H 0.15313 0.25225 -3.69357
H 1.41124 0.28534 -2.47009
H -1.42116 0.10400 -1.80176
H 1.14492 0.95298 1.27391
H 1.98705 1.08773 -0.31943
H 0.65461 2.02005 -0.13578
H 0.88011 -1.82416 0.83367
H -0.41989 -2.10386 -0.15288
H 1.09780 -1.62128 -0.82132
H -1.48165 1.30384 0.62080
H -2.11220 -0.87093 2.02324
H -0.32233 -0.82626 2.07618
H -1.16463 0.45877 2.71971
*
```

The value obtained for the relative energy (zero: lowest compared OMol25 entry of this formula, charge and spin) is 115.93 kcal/mol. The calculation puts the HOMO-LUMO gap at 0.4182 Eh.



2.
# C3H9OS

2 unconnected molecules or ions with the total composition C3H9OS (wB97M-V/def2-TZVPD, OMol25).

Structure (ORCA input):
```
! RIJCOSX wB97M-V def2-TZVPD def2/J DEFGRID3
* xyz -1 1
C -0.96704 -1.57775 0.98691
C -1.12840 -0.28088 0.18964
C -0.19358 0.82626 0.66709
S 1.56987 0.51514 0.31152
H -0.28288 -1.46918 1.82519
H -1.93459 -1.93200 1.36137
H -0.54968 -2.37262 0.37102
H -2.14593 0.06910 0.36298
H -1.07175 -0.50596 -0.86876
H -0.48700 1.77549 0.22868
H -0.31918 0.85979 1.75117
H 2.36839 0.93176 -1.73457
H 2.33707 1.97890 -2.86381
O 2.80472 1.18196 -2.58843
*
```

The value obtained for the relative energy (zero: lowest compared OMol25 entry of this formula, charge and spin) is 6.81 kcal/mol. The calculation puts the HOMO-LUMO gap at 0.2525 Eh.



3.
# C18H72O18

18 unconnected molecules or ions with the total composition C18H72O18 in a non-equilibrium geometry (wB97M-V/def2-TZVPD, OMol25).

Structure (ORCA input):
```
! RIJCOSX wB97M-V def2-TZVPD def2/J DEFGRID3
* xyz 0 1
C -3.04105 4.65722 3.01368
O -3.96255 5.68771 3.37915
H -3.57468 3.72865 3.21637
H -2.85621 4.73749 1.94248
H -2.10853 4.87240 3.53543
H -3.67167 6.57064 3.13955
C -4.40194 -2.13411 -0.19936
O -4.68914 -1.36022 -1.35396
H -5.22791 -2.08376 0.51008
H -4.29307 -3.19626 -0.41864
H -3.52012 -1.80583 0.35084
H -5.64464 -1.34408 -1.44531
C -1.52547 6.17631 -0.97587
O -0.40036 5.35472 -0.97807
H -1.01343 7.12484 -0.81403
H -2.05616 6.25078 -1.92503
H -2.29779 5.98940 -0.22975
H 0.26821 5.75304 -1.54016
C -5.42933 2.02307 -0.41976
O -5.59450 1.22346 0.72151
H -5.50149 3.04028 -0.03480
H -4.41842 1.80640 -0.76500
H -6.22450 1.75666 -1.11607
H -4.67994 0.94864 0.81974
C -1.72270 -2.52800 -2.98627
O -2.98093 -3.15164 -3.34579
H -0.92519 -2.62830 -3.72250
H -2.04353 -1.49078 -2.88953
H -1.35228 -2.99761 -2.07503
H -3.62994 -2.54349 -2.98448
C -2.90566 0.09463 2.55838
O -2.76532 0.46951 1.21894
H -3.56973 -0.76391 2.45824
H -1.91466 -0.14561 2.94347
H -3.43986 0.83180 3.15781
H -1.84619 0.28705 1.01032
C 4.76841 -4.37964 -1.64076
O 4.13159 -3.45239 -0.76424
H 5.53714 -3.90874 -2.25347
H 5.09826 -5.24955 -1.07282
H 4.00027 -4.68922 -2.34944
H 3.69208 -3.99855 -0.10841
C 0.42516 -0.82573 -0.41686
O -0.00151 0.12977 0.52311
H 0.58100 -0.20637 -1.30016
H 1.28455 -1.41455 -0.09623
H -0.35906 -1.56617 -0.57453
H -0.10246 1.03710 0.22617
C 0.27799 3.39217 4.65739
O 1.64743 3.26433 4.54257
H -0.08711 2.80771 5.50190
H -0.11084 4.38119 4.89982
H -0.17790 3.08950 3.71471
H 2.04303 3.90109 3.94286
C 1.79338 2.73605 -0.24806
O 0.42215 2.74398 -0.52090
H 1.82478 3.11710 0.77267
H 2.14306 1.71001 -0.36225
H 2.43784 3.39965 -0.82461
H -0.01777 3.59711 -0.50555
C -2.55121 4.74609 -4.32401
O -2.59475 4.23758 -3.01557
H -3.42443 4.50350 -4.92961
H -2.41984 5.82788 -4.34792
H -1.66390 4.43193 -4.87364
H -2.08901 3.42629 -2.92815
C -0.13404 -3.03295 2.32123
O -0.17274 -4.09155 1.39144
H 0.82144 -2.50841 2.32036
H -1.01774 -2.39490 2.33002
H -0.18650 -3.60251 3.24910
H 0.68295 -4.44879 1.14286
C 2.88808 0.86447 2.42013
O 2.85459 0.67275 3.79178
H 3.60233 1.68491 2.35062
H 3.21685 0.07413 1.74533
H 1.88929 1.25114 2.21762
H 2.30832 1.35770 4.18423
C 3.39970 -4.60742 2.44017
O 3.02228 -5.30283 1.24446
H 2.68778 -4.74131 3.25464
H 4.42307 -4.83199 2.74081
H 3.39440 -3.55432 2.15904
H 3.07474 -6.24300 1.43134
C -0.45807 1.52371 -3.81278
O -1.11463 1.94891 -2.54976
H 0.62567 1.45958 -3.71531
H -0.77984 0.51161 -4.05818
H -0.65180 2.24565 -4.60611
H -0.41099 2.20840 -1.95047
C 7.03023 -2.38422 -0.40501
O 7.93667 -1.95519 0.65525
H 7.38646 -2.23517 -1.42432
H 6.85614 -3.45925 -0.35919
H 6.12440 -1.78207 -0.33434
H 7.82473 -1.00373 0.59384
C -2.47218 -6.47344 -0.05015
O -2.78102 -5.43101 0.80278
H -1.94304 -6.11814 -0.93439
H -1.76773 -7.15295 0.42956
H -3.23717 -7.19340 -0.34091
H -1.94088 -4.99903 0.97354
C 4.39156 -0.33155 -2.85454
O 3.58429 -1.43700 -3.07771
H 4.94787 -0.15582 -3.77526
H 3.75466 0.50368 -2.56322
H 5.01455 -0.75259 -2.06542
H 3.77762 -2.08229 -2.39373
*
```

The value obtained for the relative energy (zero: lowest compared OMol25 entry of this formula, charge and spin) is 222.69 kcal/mol. The calculation puts the HOMO-LUMO gap at 0.3422 Eh.



4.
# C5H12OS

2 unconnected molecules or ions with the total composition C5H12OS in a non-equilibrium geometry (wB97M-V/def2-TZVPD, OMol25).

Structure (ORCA input):
```
! RIJCOSX wB97M-V def2-TZVPD def2/J DEFGRID3
* xyz 0 1
C 1.31083 0.44817 0.97844
C 1.32215 1.12952 -0.33990
C 0.10735 0.71314 -1.14684
S -0.00426 -1.05687 -1.47912
C 0.15366 -1.70082 0.18500
C 1.39439 -1.09508 0.96884
H 0.44788 0.72956 1.61215
H 2.22878 0.81170 1.47911
H 2.19974 0.80584 -0.93195
H 1.39032 2.22668 -0.20938
H 0.05532 1.19537 -2.14193
H -0.83297 0.94526 -0.61078
H 0.24966 -2.80098 0.10832
H -0.79299 -1.48173 0.71537
H 1.41950 -1.42348 2.02571
H 2.32463 -1.44899 0.48423
O -4.29059 0.43283 -0.88927
H -4.77497 0.24052 -0.05462
H -3.90847 1.32936 -0.75336
*
```

The value obtained for the relative energy (zero: lowest compared OMol25 entry of this formula, charge and spin) is 3.22 kcal/mol. The calculation puts the HOMO-LUMO gap at 0.3300 Eh.



5.
# C5H31NO11

11 unconnected molecules or ions with the total composition C5H31NO11 in a non-equilibrium geometry (wB97M-V/def2-TZVPD, OMol25).

Structure (ORCA input):
```
! RIJCOSX wB97M-V def2-TZVPD def2/J DEFGRID3
* xyz 0 1
C -0.77999 2.96628 2.67252
C 0.24454 1.88133 2.95856
C 0.73475 1.11410 1.65095
C 2.16034 0.75705 1.95169
O 2.95658 1.12211 1.11119
N 0.26907 -0.13475 1.06445
C -0.80924 -0.05214 0.09164
H -1.46016 3.29159 3.46500
H -1.41262 2.78543 1.76243
H -0.17759 3.88252 2.44135
H -0.12570 1.21853 3.74658
H 1.12708 2.37608 3.45342
H 0.62376 1.91748 0.89991
H 2.45853 0.23087 2.93692
H 0.18428 -0.89836 1.69572
H -1.55667 0.71967 0.25686
H -1.31822 -1.00927 -0.00830
H -0.41683 0.17718 -0.92680
O 1.54050 -2.60542 -1.11345
H 2.31318 -2.36349 -1.65129
H 0.91439 -1.98451 -1.53228
O -4.09420 -0.11677 -0.27957
H -4.63281 0.66777 -0.41944
H -3.88145 -0.40059 -1.17483
O -0.28934 -3.86332 0.71457
H -0.08090 -4.78748 0.83900
H 0.27101 -3.34194 0.12935
O -2.69168 -2.56044 1.75284
H -2.79181 -3.41704 1.32037
H -3.11553 -2.01659 1.06074
O -2.67108 2.06070 -3.33014
H -2.11346 1.28509 -3.34327
H -2.38850 2.82046 -3.83835
O 0.30961 -2.31052 3.35452
H -0.62834 -2.08926 3.40206
H 0.32664 -3.03820 2.73010
O 2.39151 -0.16534 -2.28074
H 3.21720 0.24147 -1.96036
H 1.85344 -0.30633 -1.49425
O -0.80141 -0.76119 -3.27969
H -0.28432 -1.50300 -3.60149
H -0.27386 0.04665 -3.38796
O 0.42402 1.89307 -3.28765
H 1.12392 1.98249 -2.61405
H 0.78181 2.43755 -3.99652
O 2.51432 2.15086 -1.19612
H 1.62574 2.56430 -1.21486
H 2.53191 1.46557 -0.49375
*
```

The value obtained for the relative energy (zero: lowest compared OMol25 entry of this formula, charge and spin) is 91.23 kcal/mol. The calculation puts the HOMO-LUMO gap at 0.3283 Eh.



6.
# C4H12N2O2

2 unconnected molecules or ions with the total composition C4H12N2O2 in a non-equilibrium geometry (wB97M-V/def2-TZVPD, OMol25).

Structure (ORCA input):
```
! RIJCOSX wB97M-V def2-TZVPD def2/J DEFGRID3
* xyz 0 1
N 1.56551 0.30841 2.93491
C 0.21673 0.72806 2.63106
N -0.11059 0.95231 1.20494
C 0.37272 -0.10379 0.30926
C -0.51669 -0.18997 -0.94358
C -0.31854 -1.59958 -1.50389
O -0.13150 -1.89986 -2.64629
H 1.67735 -0.69878 2.93500
H 2.29157 0.78180 2.41598
H 0.10925 1.73176 3.06219
H -0.54640 0.08442 3.05669
H 0.23772 1.84338 0.88361
H 1.41615 0.07245 0.00265
H 0.25814 -1.05575 0.83196
H -1.52874 0.01611 -0.56806
H -0.46555 0.67330 -1.61231
H -0.39543 -2.34114 -0.67731
O -1.62031 0.55450 -4.11287
H -1.80529 -0.34619 -3.83846
H -0.70611 0.48856 -4.36550
*
```

The value obtained for the relative energy (zero: lowest compared OMol25 entry of this formula, charge and spin) is 55.57 kcal/mol. The calculation puts the HOMO-LUMO gap at 0.3572 Eh.



Number 1: LUMO energy -0.1039 Ha. Number 2: LUMO energy 0.1553 Ha. Number 3: LUMO energy 0.0002 Ha. Number 4: LUMO energy 0.0259 Ha. Number 5: LUMO energy 0.0106 Ha. Number 6: LUMO energy 0.0279 Ha.